35
Properties=species:S:1:pos:R:3:mulliken_charge:R:1 method="wB97M-V/def2-TZVPD" lumo_ev=2.45 homo_lumo_gap_ev=6.25 total_charge=-1 total_energy_ha=-1055.0334 spin_multiplicity=1
C -0.640 -1.013 -1.636 -0.59
O -0.701 -1.222 -3.005 -0.39
C -1.615 -2.270 -3.371 -0.85
B -1.786 -2.389 -4.987 0.60
N -0.580 -2.916 -5.762 -0.73
S -3.290 -3.668 -5.269 -0.44
H 0.290 -0.494 -1.387 0.27
H -0.689 -1.957 -1.072 0.27
H -1.485 -0.385 -1.295 0.20
H -1.236 -3.209 -2.926 0.33
H -2.593 -2.062 -2.900 0.24
H -2.133 -1.309 -5.444 -0.25
H 0.106 -2.200 -5.953 0.17
H -0.118 -3.696 -5.312 0.18
H -3.646 -3.957 -4.014 -0.01
N -1.886 0.450 1.610 0.05
C -1.481 -0.790 2.010 -0.58
C -0.697 -0.639 3.122 -0.37
C -0.636 0.755 3.404 -0.68
C -1.378 1.400 2.447 -0.66
H -2.457 0.631 0.803 0.25
H -1.774 -1.669 1.462 0.44
H -0.218 -1.434 3.668 0.41
H -0.114 1.231 4.219 0.72
H -1.581 2.446 2.295 0.40
N 2.383 2.283 2.932 0.09
C 3.155 2.601 4.013 -0.36
C 4.067 3.544 3.617 -0.52
C 3.833 3.802 2.239 -0.49
C 2.788 3.007 1.848 -0.43
H 1.629 1.616 2.934 0.24
H 2.992 2.133 4.969 0.35
H 4.818 3.996 4.243 0.38
H 4.371 4.489 1.607 0.39
H 2.302 2.894 0.894 0.38

=====

20
Properties=species:S:1:pos:R:3:mulliken_charge:R:1 method="wB97M-V/def2-TZVPD" lumo_ev=0.35 smiles="N#C[C@@H](CN)[C@@H](C#N)CC(=O)Br" homo_lumo_gap_ev=10.94 total_charge=0 total_energy_ha=-3085.0358 spin_multiplicity=1
N -1.495 2.357 -1.438 -0.48
C -1.318 1.454 -0.741 -0.07
C -1.176 0.412 0.244 0.23
C -1.630 -0.936 -0.289 -0.99
N -0.889 -1.364 -1.477 -0.50
C 0.230 0.436 0.844 0.43
C 0.300 -0.399 2.017 -0.08
N 0.375 -0.974 3.017 -0.50
C 1.354 0.108 -0.157 -0.89
C 2.476 1.124 -0.102 0.15
O 2.458 2.090 -0.780 -0.42
Br 3.953 0.778 1.117 -0.16
H -1.850 0.658 1.053 0.44
H -1.629 -1.692 0.489 0.41
H -2.662 -0.813 -0.586 0.49
H -0.176 -2.022 -1.199 0.20
H -1.489 -1.879 -2.103 0.23
H 0.399 1.449 1.184 0.49
H 1.753 -0.870 0.085 0.59
H 1.017 0.085 -1.178 0.43

=====

17
Properties=species:S:1:pos:R:3:mulliken_charge:R:1 method="wB97M-V/def2-TZVPD" lumo_ev=0.51 smiles="O=CCCCO.O" homo_lumo_gap_ev=10.67 total_charge=0 total_energy_ha=-384.0814 spin_multiplicity=1
O -1.886 -1.876 -2.621 -0.47
C -1.219 -0.953 -2.219 -0.14
C -0.993 -0.874 -0.722 -0.45
C -0.622 0.461 -0.109 -0.38
C -0.315 0.429 1.343 -0.63
O 0.645 1.381 1.761 -0.62
H -0.732 -0.276 -2.926 0.37
H -1.805 -1.347 -0.141 0.33
H -0.262 -1.623 -0.460 0.36
H 0.333 0.757 -0.698 0.23
H -1.277 1.286 -0.435 0.33
H -0.033 -0.513 1.764 0.39
H -1.240 0.581 1.968 0.30
H 0.577 1.567 2.700 0.33
O 3.429 1.009 1.578 -0.65
H 2.519 1.220 1.848 0.44
H 3.287 0.431 0.814 0.28